199
Properties=species:S:1:pos:R:3:forces:R:3 method="wB97M-V/def2-TZVPD" total_energy_ev=-136911.3644 gap_ha="0.1036 / 0.1687" charge=+2 multiplicity=2 e_lumo_ev="-3.997 / -4.007" s_squared=0.7520 homo_ev="-6.81 / -8.60"
N 3.035 0.310 -2.588 0.43 -1.74 -6.21
S 3.010 0.476 -1.106 -1.09 -0.98 8.31
O 4.013 -0.149 -0.197 -0.76 0.61 -1.26
O 1.686 0.771 -0.526 1.08 0.82 -0.02
F 3.723 1.960 -1.108 -0.13 0.59 -0.61
S 2.336 -1.230 -2.498 -1.61 -0.47 4.05
O 0.887 -1.293 -2.393 0.64 0.51 -0.81
O 3.045 -2.312 -1.783 0.48 0.38 -2.05
F 2.485 -1.620 -4.067 0.91 0.09 -0.74
C 2.011 -2.554 -6.997 0.34 0.47 -0.46
C 3.169 -3.445 -7.352 -1.24 -3.75 2.88
O 3.428 -4.463 -6.709 0.31 3.67 -3.26
N 4.096 -2.949 -8.558 0.61 -1.09 1.26
H 4.115 -3.492 -9.409 -0.41 -1.25 0.03
H 3.657 -2.111 -8.911 0.40 1.05 0.40
C 5.549 -2.891 -8.046 -0.36 1.05 -0.39
H 2.443 -1.645 -6.579 0.00 0.25 0.14
H 1.361 -2.978 -6.231 0.26 -0.28 0.04
H 1.361 -2.234 -7.811 0.20 -0.12 -0.36
H 6.237 -3.020 -8.882 -0.21 0.25 0.00
H 5.775 -3.659 -7.305 -0.69 -0.08 -0.14
H 5.631 -1.900 -7.598 0.38 -0.17 -0.02
C 5.889 -0.686 -4.251 0.10 0.64 0.75
C 5.867 0.795 -3.965 0.97 0.80 0.31
O 6.761 1.420 -3.447 -1.82 -0.63 -0.93
N 4.530 1.472 -4.325 3.19 0.08 -1.52
H 4.169 1.042 -5.165 -0.09 -0.05 -0.35
H 3.918 1.120 -3.603 -2.26 -1.01 2.26
C 4.555 2.939 -4.393 -0.61 -0.42 -0.66
H 4.887 -1.089 -4.394 0.18 -0.14 -0.35
H 6.315 -1.134 -3.354 -0.11 -0.12 0.09
H 6.636 -0.860 -5.026 -0.33 -0.13 -0.32
H 5.046 3.159 -5.341 0.72 0.63 0.63
H 4.955 3.264 -3.433 0.22 0.48 -0.56
H 3.531 3.270 -4.566 -0.09 0.01 0.53
C -6.934 5.063 1.749 -0.46 -0.10 -0.61
C -7.398 4.277 0.482 0.93 -0.30 1.34
C -6.824 2.877 0.519 0.39 0.09 -0.34
C -7.065 2.114 -0.782 -0.70 0.49 0.25
P -6.818 0.355 -0.773 1.34 -0.96 -0.11
C -4.945 0.121 -0.572 -2.14 -1.01 0.94
C -4.127 0.757 -1.637 0.91 0.50 -0.50
C -2.626 0.395 -1.566 0.57 0.10 -2.44
C -1.718 1.379 -2.464 -0.85 -0.05 1.30
C -7.691 -0.441 0.663 -0.49 -0.76 -0.39
C -6.881 -0.642 1.983 -1.15 -0.16 -0.16
C -7.510 -1.557 3.099 0.71 0.41 -0.23
C -6.557 -1.668 4.323 -0.52 -0.38 -0.36
C -7.477 -0.197 -2.416 0.03 -1.17 0.58
C -7.339 -1.741 -2.684 0.09 0.14 0.01
C -7.566 -2.136 -4.169 0.29 1.75 0.06
C -6.323 -1.802 -5.031 -0.30 -0.99 0.36
H -7.271 4.640 2.696 -0.49 -0.12 -0.14
H -7.313 6.080 1.655 0.18 0.05 0.29
H -5.852 5.079 1.875 0.21 0.13 -0.48
H -6.912 4.709 -0.392 -0.86 0.60 -0.24
H -8.482 4.166 0.491 -0.04 0.65 -0.55
H -7.216 2.390 1.412 0.39 -0.37 -0.01
H -5.749 3.058 0.519 0.30 -0.55 0.82
H -6.414 2.531 -1.551 -0.04 -0.08 -0.21
H -8.089 2.253 -1.129 -0.20 0.11 -0.07
H -4.758 -0.943 -0.428 -0.06 -0.36 -0.64
H -4.763 0.434 0.456 0.17 0.78 0.03
H -4.265 1.839 -1.619 0.19 0.31 0.33
H -4.494 0.506 -2.632 0.00 -0.36 -0.10
H -2.472 -0.545 -2.095 -0.47 -0.22 -0.48
H -2.266 0.001 -0.615 0.18 1.28 0.57
H -1.668 2.407 -2.105 0.49 0.05 1.12
H -2.152 1.666 -3.422 -0.31 -1.31 -0.39
H -0.731 0.938 -2.600 -0.10 0.21 -0.02
H -8.128 -1.379 0.321 0.72 -0.59 -0.37
H -8.665 0.037 0.777 0.18 0.93 0.42
H -6.781 0.373 2.368 0.63 -0.14 0.37
H -5.929 -1.102 1.718 0.19 0.33 0.15
H -7.681 -2.570 2.735 0.21 -0.03 -0.34
H -8.504 -1.242 3.417 0.07 0.45 -0.01
H -6.997 -2.390 5.011 -0.02 0.15 0.19
H -6.374 -0.740 4.864 -0.19 0.11 -0.15
H -5.589 -2.095 4.059 0.06 0.10 -0.27
H -7.037 0.377 -3.232 0.36 0.14 0.20
H -8.528 0.092 -2.390 -0.20 -0.01 0.01
H -8.034 -2.290 -2.049 -0.15 0.12 0.09
H -6.344 -2.056 -2.369 0.21 -0.07 -0.06
H -8.398 -1.506 -4.485 -0.33 -0.15 -0.28
H -7.880 -3.172 -4.292 0.22 0.02 0.20
H -5.970 -0.771 -5.012 -0.16 0.05 0.29
H -6.467 -2.050 -6.082 -0.08 -0.05 0.08
H -5.539 -2.454 -4.647 0.41 0.22 -0.30
C -3.893 5.633 -2.227 0.58 0.41 0.67
C -3.488 6.097 -0.787 0.85 1.03 -1.42
C -2.896 5.022 0.054 -0.23 -0.56 1.28
C -2.544 5.585 1.492 0.36 -1.26 -0.41
P -1.535 4.486 2.597 1.51 -0.71 -1.34
C 0.263 4.586 2.300 -0.08 0.60 -1.93
C 0.792 4.570 0.818 -0.80 -0.61 0.96
C 2.306 4.605 0.754 0.73 0.46 -1.14
C 2.977 5.984 1.041 -0.67 -1.31 0.75
C -1.529 4.904 4.364 -0.48 0.70 0.66
C -0.243 5.199 5.230 -0.68 -0.40 0.39
C -0.733 5.692 6.684 0.35 -0.99 0.23
C -0.096 5.023 7.989 0.60 0.65 -1.84
C -2.226 2.790 2.203 0.97 1.02 -0.16
C -1.330 1.623 2.575 -0.43 -1.01 0.19
C -2.070 0.239 2.536 1.92 0.64 0.82
C -1.109 -0.804 3.141 0.14 0.05 -0.10
H -3.037 5.359 -2.843 0.43 -0.51 0.54
H -4.237 6.459 -2.850 -0.86 0.00 0.45
H -4.557 4.770 -2.184 -0.31 0.21 -0.25
H -4.250 6.620 -0.211 -0.39 -0.02 -0.36
H -2.659 6.793 -0.916 -0.18 0.63 -0.15
H -1.986 4.660 -0.425 -0.14 -0.47 0.02
H -3.700 4.287 0.099 0.49 -0.77 0.32
H -3.431 5.632 2.124 -0.35 0.93 -0.32
H -2.027 6.514 1.251 -0.17 0.32 0.89
H 0.683 3.757 2.870 0.25 0.06 0.07
H 0.591 5.551 2.687 -0.13 -0.14 0.55
H 0.399 5.388 0.215 -0.25 0.27 0.24
H 0.379 3.661 0.382 0.41 -0.22 -0.37
H 2.573 4.343 -0.270 0.01 -0.32 -0.02
H 2.733 3.826 1.386 0.06 0.01 0.06
H 2.805 6.106 2.111 0.17 0.86 0.08
H 2.563 6.801 0.451 -0.10 -0.05 0.12
H 4.057 5.945 0.893 -0.10 -0.09 -0.09
H -2.034 4.090 4.884 -0.37 0.09 0.00
H -2.143 5.803 4.419 -0.42 -0.02 0.20
H 0.439 5.903 4.754 -0.25 0.17 0.16
H 0.283 4.244 5.228 0.26 0.03 0.59
H -1.791 5.447 6.774 -0.14 0.08 -0.25
H -0.671 6.780 6.728 0.11 -0.04 -0.01
H 0.043 3.965 7.767 -0.29 -0.14 0.40
H -0.660 5.210 8.903 -0.29 -0.17 -0.33
H 0.907 5.407 8.179 0.06 0.10 -0.11
H -2.287 2.776 1.115 -0.37 0.22 -0.07
H -3.231 2.791 2.626 -0.11 -0.27 0.08
H -0.970 1.713 3.600 0.20 0.13 0.11
H -0.471 1.572 1.905 0.12 0.20 0.01
H -2.272 -0.091 1.517 -0.75 0.38 0.14
H -2.881 0.401 3.246 -0.71 -0.56 -0.58
H -0.770 -0.471 4.122 -0.19 -0.21 0.23
H -0.191 -0.921 2.565 -0.06 0.20 -0.33
H -1.534 -1.806 3.193 -0.22 0.11 0.22
C 7.490 -0.691 -0.264 0.46 -1.88 0.60
C 7.922 -1.989 0.603 0.12 1.61 0.51
C 6.851 -2.567 1.579 -0.14 0.72 -0.43
C 5.664 -3.197 0.821 0.75 -1.32 0.96
P 4.465 -4.012 1.955 -0.79 0.81 -0.83
C 3.919 -2.848 3.198 -0.93 1.43 0.16
C 3.394 -1.448 2.716 1.11 -0.62 -0.82
C 2.940 -0.441 3.796 0.15 -1.58 -0.68
C 2.294 0.752 3.081 1.15 0.11 1.06
C 2.954 -4.431 0.932 1.62 -0.56 -0.10
C 3.265 -5.298 -0.351 0.00 1.68 0.92
C 3.665 -6.699 -0.022 0.35 -1.28 -0.10
C 3.323 -7.681 -1.152 0.10 -0.03 0.35
C 5.132 -5.450 2.899 0.44 -0.15 -0.09
C 4.083 -6.189 3.797 0.14 1.74 -0.84
C 4.331 -7.628 3.979 1.07 -1.87 0.06
C 5.613 -7.946 4.842 -0.51 0.39 -0.63
H 8.325 -0.101 -0.641 0.35 -0.44 0.06
H 6.900 0.025 0.308 -0.39 -0.43 -0.01
H 6.960 -1.094 -1.127 -0.41 0.51 0.04
H 8.812 -1.730 1.177 -0.18 0.42 0.51
H 8.381 -2.800 0.036 -0.66 -0.09 -0.70
H 6.415 -1.852 2.277 0.24 0.82 -0.35
H 7.346 -3.221 2.296 0.01 -0.71 -0.39
H 6.067 -4.021 0.233 -0.06 -0.18 -0.31
H 5.152 -2.532 0.125 -0.29 0.29 0.23
H 4.802 -2.682 3.814 -0.12 -0.10 0.46
H 3.101 -3.291 3.765 0.29 -0.47 0.34
H 2.668 -1.526 1.906 -0.48 -0.34 0.26
H 4.232 -1.073 2.128 0.09 0.73 0.15
H 3.814 -0.262 4.422 0.02 0.75 -0.05
H 2.259 -0.947 4.480 -0.42 -0.04 -0.07
H 3.118 1.373 2.729 -0.17 0.04 -0.56
H 1.782 1.371 3.818 -0.47 -0.01 -0.12
H 1.672 0.414 2.253 0.01 0.31 0.07
H 2.477 -3.496 0.639 0.20 0.18 0.12
H 2.343 -4.940 1.677 -0.47 -0.21 -0.38
H 4.035 -4.821 -0.957 0.17 0.27 0.17
H 2.401 -5.168 -1.002 -0.28 -0.61 0.14
H 3.275 -6.990 0.953 -0.88 -0.35 -0.14
H 4.715 -6.865 0.218 0.53 0.76 -0.43
H 3.926 -8.586 -1.081 -0.43 -0.28 0.34
H 3.593 -7.316 -2.144 -0.15 0.52 0.06
H 2.250 -7.870 -1.123 0.10 -0.35 -0.25
H 6.064 -5.290 3.441 -0.11 0.95 0.18
H 5.543 -6.054 2.090 -0.50 -0.73 -0.11
H 3.147 -5.914 3.311 -0.49 -0.76 0.31
H 4.003 -5.860 4.833 0.28 1.09 -0.16
H 4.505 -8.145 3.034 -0.13 0.03 -0.27
H 3.409 -8.057 4.373 0.21 -0.27 0.37
H 6.489 -7.470 4.402 0.02 0.04 -0.34
H 5.833 -9.013 4.831 -0.20 0.04 0.21
H 5.616 -7.559 5.861 -0.50 -0.18 0.11
O -0.696 -2.162 -4.932 -0.26 -0.83 0.04
C -1.653 -1.425 -5.570 -2.86 2.21 -3.27
O -1.445 -0.183 -5.647 1.45 0.42 1.33
O -2.658 -1.890 -6.176 1.27 -1.88 1.50
H -0.201 -1.442 -4.534 0.54 0.08 0.51